Entry 1:
This record from the OMol25 dataset describes a molecular structure, C15H27N3O3Tl at a distorted geometry. The level of theory is the ωB97M-V functional and the def2-TZVPD basis.

```
49
C15H27N3O3Tl | the OMol25 dataset | the ωB97M-V functional and the def2-TZVPD basis
C -0.746 -2.069 -4.851
C -1.307 -1.231 -5.761
H -0.706 -3.133 -5.076
H -0.318 -1.709 -3.926
C -1.454 0.185 -5.507
C -1.161 0.740 -4.298
H -0.852 0.153 -3.438
H -1.277 1.816 -4.174
C -1.789 -1.820 -7.070
H -1.550 -2.887 -7.071
H -1.306 -1.360 -7.941
H -2.875 -1.721 -7.200
C -1.949 1.090 -6.613
H -2.923 0.774 -7.006
H -1.250 1.137 -7.459
H -2.052 2.102 -6.211
Tl 0.211 -0.017 3.603
O 1.166 -0.522 1.129
C 1.621 0.099 0.157
O 1.747 1.883 2.495
C 2.521 1.941 1.539
O 3.563 2.786 1.498
N 2.465 1.212 0.341
C 4.230 2.688 0.202
C 3.459 1.690 -0.623
H 5.253 2.344 0.380
H 4.230 3.685 -0.249
H 4.110 0.872 -0.951
H 2.973 2.180 -1.477
C 1.342 -0.313 -1.205
C 0.531 -1.369 -1.453
H 1.830 0.250 -2.003
H -0.044 -1.834 -0.649
H 0.476 -1.806 -2.448
N 0.625 -1.386 6.067
C -0.779 -1.772 6.319
C -1.634 -0.687 6.974
C -1.757 0.683 6.306
N -2.203 0.652 4.899
H 1.015 -0.919 6.885
H 1.201 -2.209 5.893
H -1.206 -2.063 5.351
H -0.789 -2.665 6.966
H -2.647 -1.094 7.093
H -1.241 -0.521 7.987
H -2.471 1.292 6.885
H -0.791 1.202 6.324
H -2.456 1.586 4.573
H -3.033 0.069 4.798
```

Results
Relative energy (zero: lowest compared OMol25 entry of this formula, charge and spin) in kJ/mol: 0.0
E_LUMO in eV: -3.1
Charge: +1
Multiplicity: 1
Frontier orbital gap in eV: 7.123

***

Entry 2:
This record from the OMol25 dataset describes 7 unconnected molecules or ions with the total composition C15H27N5O14S2 at a distorted geometry. The level of theory is the ωB97M-V functional and the def2-TZVPD basis.

```
63
C15H27N5O14S2 | the OMol25 dataset | the ωB97M-V functional and the def2-TZVPD basis
C 4.270 -1.060 3.758
N 3.609 -2.063 2.819
O 2.431 -1.943 2.613
O 4.279 -2.964 2.358
H 3.621 -0.594 4.499
H 4.806 -0.298 3.191
H 5.046 -1.611 4.289
C 3.366 -5.903 -0.949
N 2.287 -4.922 -1.218
O 2.615 -3.994 -1.983
O 1.229 -5.131 -0.741
H 4.050 -6.054 -1.784
H 2.869 -6.837 -0.689
H 3.946 -5.506 -0.116
C 0.155 4.629 -0.296
N -0.029 6.082 0.104
O -0.165 6.288 1.375
O 0.113 6.982 -0.819
H -0.769 4.221 -0.705
H 0.283 4.126 0.663
H 1.066 4.618 -0.895
O -1.052 1.491 -0.816
S -0.801 0.087 -1.084
O -1.666 -0.670 -1.973
O 0.766 0.017 -1.563
C 1.508 -1.050 -0.968
C 0.466 -1.821 -0.070
O -0.482 -0.792 0.246
H 1.873 -1.618 -1.824
H 2.322 -0.696 -0.336
H 0.877 -2.407 0.753
H -0.130 -2.578 -0.579
O -3.280 -2.823 0.556
S -3.552 -2.060 1.767
O -4.069 -2.699 2.965
O -2.385 -0.943 2.043
C -2.781 0.336 2.468
C -3.906 0.481 1.492
O -4.547 -0.806 1.387
H -3.049 0.266 3.522
H -1.975 1.063 2.364
H -3.508 0.723 0.506
H -4.614 1.254 1.791
C 1.382 0.861 2.391
C 1.698 1.734 1.269
C 2.904 2.366 1.711
N 3.025 2.224 3.066
C 2.046 1.347 3.523
H 0.581 0.147 2.512
H 1.261 1.629 0.287
H 3.595 3.025 1.207
H 3.774 2.624 3.614
H 1.934 1.096 4.567
C -4.497 0.712 -6.099
C -4.353 1.989 -5.524
C -3.440 1.897 -4.465
N -2.858 0.661 -4.558
C -3.523 -0.107 -5.520
H -5.147 0.392 -6.900
H -4.909 2.839 -5.891
H -3.001 2.579 -3.752
H -2.142 0.339 -3.923
H -3.419 -1.176 -5.635
```

Results
Relative energy (zero: lowest compared OMol25 entry of this formula, charge and spin) in kJ/mol: 233.3
E_LUMO in eV: -0.3
SMILES: C[N+](=O)[O-].C[N+](=O)[O-].C[N+](=O)[O-].O=S1(=O)OCCO1.O=S1(=O)OCCO1.c1cc[nH]c1.c1cc[nH]c1
Multiplicity: 1
Frontier orbital gap in eV: 7.393

***

Entry 3:
This record from the OMol25 dataset describes a molecular structure, C15H27O3P2S2Sn. The level of theory is the ωB97M-V functional and the def2-TZVPD basis.

```
50
C15H27O3P2S2Sn | the OMol25 dataset | the ωB97M-V functional and the def2-TZVPD basis
Sn 0.719 0.327 -1.272
C -3.816 -2.172 -2.957
P -2.847 -1.629 -1.560
C -2.169 -3.046 -0.704
C -3.861 -0.654 -0.427
C -3.125 0.227 0.603
P -1.741 1.273 -0.011
C -1.376 2.370 1.378
C -2.530 2.341 -1.255
H -4.657 -2.744 -2.544
H -3.230 -2.816 -3.612
H -4.202 -1.327 -3.527
H -3.024 -3.620 -0.328
H -1.542 -2.751 0.137
H -1.596 -3.673 -1.387
H -4.465 -1.412 0.089
H -4.539 -0.054 -1.037
H -2.744 -0.383 1.425
H -3.845 0.929 1.030
H -2.308 2.783 1.770
H -0.745 3.191 1.041
H -0.856 1.836 2.172
H -3.434 2.801 -0.850
H -2.791 1.792 -2.161
H -1.841 3.139 -1.532
O 4.917 -4.884 3.536
C 3.693 -4.378 3.628
O 2.796 -4.933 4.192
C 3.339 -3.084 2.960
C 2.812 -2.049 3.764
C 2.345 -0.908 3.184
C 2.335 -0.787 1.758
S 1.744 0.659 1.115
C 2.860 -1.849 0.957
C 3.351 -2.974 1.552
H 5.538 -4.283 3.100
H 2.784 -2.181 4.838
H 1.967 -0.093 3.787
H 2.891 -1.738 -0.119
H 3.750 -3.784 0.954
C 3.088 3.679 -3.036
S 2.110 3.509 -1.570
C 0.929 4.805 -1.807
O 1.296 2.197 -1.843
H 3.716 4.561 -2.892
H 2.443 3.790 -3.906
H 3.720 2.797 -3.108
H 1.483 5.745 -1.808
H 0.244 4.797 -0.962
H 0.415 4.658 -2.757
```

Results
E_LUMO (spin up / spin down) in eV: -11.5 / -11.7
Charge: +3
Multiplicity: 1
Frontier orbital gap (spin up / spin down) in eV: 5.891 / 5.479

***

What is the multiplicity in the third record? 1

***

What did the third record say?
This record from the OMol25 dataset describes a molecular structure, C15H27O3P2S2Sn. The level of theory is the ωB97M-V functional and the def2-TZVPD basis.

```
50
C15H27O3P2S2Sn | the OMol25 dataset | the ωB97M-V functional and the def2-TZVPD basis
Sn 0.719 0.327 -1.272
C -3.816 -2.172 -2.957
P -2.847 -1.629 -1.560
C -2.169 -3.046 -0.704
C -3.861 -0.654 -0.427
C -3.125 0.227 0.603
P -1.741 1.273 -0.011
C -1.376 2.370 1.378
C -2.530 2.341 -1.255
H -4.657 -2.744 -2.544
H -3.230 -2.816 -3.612
H -4.202 -1.327 -3.527
H -3.024 -3.620 -0.328
H -1.542 -2.751 0.137
H -1.596 -3.673 -1.387
H -4.465 -1.412 0.089
H -4.539 -0.054 -1.037
H -2.744 -0.383 1.425
H -3.845 0.929 1.030
H -2.308 2.783 1.770
H -0.745 3.191 1.041
H -0.856 1.836 2.172
H -3.434 2.801 -0.850
H -2.791 1.792 -2.161
H -1.841 3.139 -1.532
O 4.917 -4.884 3.536
C 3.693 -4.378 3.628
O 2.796 -4.933 4.192
C 3.339 -3.084 2.960
C 2.812 -2.049 3.764
C 2.345 -0.908 3.184
C 2.335 -0.787 1.758
S 1.744 0.659 1.115
C 2.860 -1.849 0.957
C 3.351 -2.974 1.552
H 5.538 -4.283 3.100
H 2.784 -2.181 4.838
H 1.967 -0.093 3.787
H 2.891 -1.738 -0.119
H 3.750 -3.784 0.954
C 3.088 3.679 -3.036
S 2.110 3.509 -1.570
C 0.929 4.805 -1.807
O 1.296 2.197 -1.843
H 3.716 4.561 -2.892
H 2.443 3.790 -3.906
H 3.720 2.797 -3.108
H 1.483 5.745 -1.808
H 0.244 4.797 -0.962
H 0.415 4.658 -2.757
```

Results
E_LUMO (spin up / spin down) in eV: -11.5 / -11.7
Charge: +3
Multiplicity: 1
Frontier orbital gap (spin up / spin down) in eV: 5.891 / 5.479